Record 1
ORCA calculation (the ωB97M-V functional and the def2-TZVPD basis) on C2H4O2S in the gas phase.

As for the gap between HOMO and LUMO (spin up / spin down): 7.937 / 8.035 eV. Its SMILES is CC=S(=O)=O. The calculation puts the LUMO energy (spin up / spin down) at -1.634 / -1.952 eV. Its net charge is 0.

The geometry in XYZ format:
```
9
Properties=species:S:1:pos:R:3:forces:R:3:nbo_charge:R:1
S -1.105 0.974 -0.139 2.187 1.398 -1.548 1.794
O -1.401 2.081 -1.029 -0.664 -0.661 -0.211 -0.862
O -0.792 1.344 1.220 -0.606 -0.234 0.667 -0.889
C 0.678 -0.836 0.433 1.810 1.271 -0.947 -0.728
C 0.246 -0.102 -0.770 -2.642 1.531 2.291 -0.269
H 0.643 -0.046 1.221 0.456 -1.560 -0.052 0.273
H -0.074 -0.505 -1.685 0.141 -0.801 -1.361 0.196
H 0.123 -1.719 0.575 -0.913 -1.038 0.722 0.240
H 1.683 -1.191 0.175 0.230 0.095 0.439 0.245
```
Forces are in eV/Å.

=====

Record 2
ORCA calculation (the ωB97M-V functional and the def2-TZVPD basis) on C2H4O2S in the gas phase.

As for the gap between HOMO and LUMO: 9.864 eV. Its SMILES is O[C@@]1(S)CO1. The calculation puts the LUMO energy at 0.679 eV. Its net charge is 0.

The geometry in XYZ format:
```
9
Properties=species:S:1:pos:R:3:forces:R:3:nbo_charge:R:1
S 1.852 -0.338 0.006 0.396 0.239 -0.160 -0.056
O -0.576 -0.778 -1.022 -0.271 0.878 -1.716 -0.487
O -0.111 1.423 -0.072 -0.120 -0.052 1.110 -0.719
C 0.110 0.076 -0.169 -0.369 -1.035 0.826 0.360
C -0.894 -0.927 0.336 0.968 0.861 1.617 -0.150
H 2.245 0.916 0.306 -0.114 -0.286 -0.017 0.147
H -0.423 1.896 -0.826 -0.266 -0.087 -1.239 0.499
H -1.881 -0.446 0.696 1.558 -1.477 -0.501 0.206
H -0.321 -1.822 0.746 -1.783 0.958 0.080 0.200
```
Forces are in eV/Å.

=====

Record 3
ORCA calculation (the ωB97M-V functional and the def2-TZVPD basis) on C2H4O2S in the gas phase.

As for the gap between HOMO and LUMO: 7.932 eV. Its SMILES is CC(=S)OO. The calculation puts the LUMO energy at -0.167 eV. Its net charge is 0.

The geometry in XYZ format:
```
9
Properties=species:S:1:pos:R:3:forces:R:3:nbo_charge:R:1
S -2.622 -0.269 0.107 4.881 0.947 -0.158 -0.397
O 0.967 1.797 -0.067 1.383 -1.165 0.864 -0.409
O -0.379 1.368 -0.003 -0.728 -0.585 0.392 -0.216
C 0.325 -1.108 0.110 0.446 0.710 -0.863 -0.756
C -0.556 0.132 0.059 -6.194 -3.816 0.776 0.500
H 0.036 -1.855 0.829 -1.200 0.201 0.354 0.280
H 0.698 2.519 -0.582 0.600 2.447 -1.419 0.475
H 0.174 -1.632 -0.882 0.559 0.798 0.929 0.286
H 1.356 -0.951 0.430 0.253 0.464 -0.874 0.238
```
Forces are in eV/Å.

=====

Record 4
ORCA calculation (the ωB97M-V functional and the def2-TZVPD basis) on C2H4O2Si in the gas phase.

As for the gap between HOMO and LUMO (spin up / spin down): 5.953 / 5.955 eV. The calculation puts the LUMO energy (spin up / spin down) at -1.438 / -1.438 eV. Its net charge is 0.

The geometry in XYZ format:
```
9
Properties=species:S:1:pos:R:3:forces:R:3:nbo_charge:R:1
Si -0.525 -2.502 -0.637 0.848 3.067 0.819 1.308
O 1.182 -0.022 -1.305 0.368 -3.256 -0.500 -0.786
O -0.697 -1.259 0.382 -0.970 -2.787 -0.692 -0.977
C -0.184 -0.006 0.761 0.656 1.727 1.632 -0.099
C 0.358 0.606 -0.532 -0.949 4.728 -0.742 -0.061
H -0.566 1.045 -1.104 0.324 -0.991 0.643 0.081
H 0.836 1.664 -0.339 -0.576 -1.310 0.928 0.150
H 0.618 -0.212 1.566 -1.180 0.382 -1.251 0.186
H -1.021 0.687 1.207 1.479 -1.560 -0.836 0.197
```
Forces are in eV/Å.

=====

| no. | E_tot (a.u.) |
| --- | --- |
| 1 | -627.141601 |
| 2 | -627.199920 |
| 3 | -627.062359 |
| 4 | -518.456891 |